[1]
{
  "formula": "C3H2O2",
  "method": "wB97M-V/def2-TZVPD",
  "elements": ["C", "C", "C", "O", "O", "H", "H"],
  "positions_angstrom": [[0.5008, 1.1538, -0.0185], [0.8154, 0.8743, 1.0879], [-1.0311, -1.4392, -0.7034], [-0.2736, -1.9732, -0.0329], [-1.7392, -0.8067, -1.3773], [0.4811, 1.5876, -0.9889], [1.2465, 0.6033, 2.0331]],
  "forces_ev_per_a": [[0.21, 0.91, -1.29], [0.79, -0.59, 1.65], [-0.67, 1.57, -0.92], [0.67, -1.17, 0.80], [-0.03, -0.52, 0.14], [-0.50, -0.20, -0.16], [-0.48, 0.01, -0.21]],
  "nbo_charge": [-0.259, -0.220, 1.029, -0.502, -0.526, 0.239, 0.239],
  "lumo_energy_ev": 0.731,
  "orbital_gap_ev": 11.68,
  "smiles": "O=C=O.C#C"
}

***

[2]
{
  "formula": "C3H2O2",
  "method": "wB97M-V/def2-TZVPD",
  "elements": ["C", "C", "C", "O", "O", "H", "H"],
  "positions_angstrom": [[-0.2599, -0.0535, 0.0063], [-0.0703, 2.7530, -0.2885], [0.1238, -1.2229, 0.0944], [0.2910, -2.8019, 0.3880], [-0.3114, 3.7858, -0.6633], [-0.8976, 0.6871, -0.3072], [1.1244, -3.1476, 0.7703]],
  "forces_ev_per_a": [[1.31, -5.56, 0.33], [0.14, 0.92, -0.05], [0.27, -3.01, 1.51], [-1.12, 4.90, -1.22], [0.02, -0.05, 0.00], [-0.56, 1.28, -0.28], [-0.06, 1.52, -0.29]],
  "nbo_charge": [-0.340, 0.500, 0.292, -0.697, -0.488, 0.230, 0.502],
  "lumo_energy_ev": 0.268,
  "orbital_gap_ev": 10.54
}